[1]
Entry from the Open Molecules 2025 dataset: 17 unconnected molecules or ions with the total composition C35H110N28O17 in a non-equilibrium geometry (ωB97M-V/def2-TZVPD).

Cartesian coordinates (Å):
C  -5.30  -6.52  -1.23
C  -4.30  -7.62  -0.97
C  -3.14  -7.25  -0.09
O  -2.34  -6.25  -0.64
C  -1.32  -6.74  -1.58
N  -4.95  -8.75  -0.18
H  -5.58  -6.10  -0.21
H  -6.16  -6.92  -1.74
H  -4.83  -5.79  -1.86
H  -3.88  -8.03  -1.94
H  -2.56  -8.22  0.06
H  -3.52  -6.98  0.93
H  -0.77  -5.89  -1.90
H  -1.81  -7.31  -2.40
H  -0.75  -7.50  -1.03
H  -4.35  -9.59  0.00
H  -5.84  -9.03  -0.57
C  3.68  -2.19  3.62
C  3.14  -1.68  4.94
C  1.77  -1.16  4.82
O  1.61  -0.25  3.72
C  2.25  1.00  3.85
N  2.94  -2.63  5.94
H  2.86  -2.42  2.93
H  4.23  -3.11  3.70
H  4.22  -1.43  3.06
H  3.84  -0.95  5.40
H  1.41  -0.67  5.71
H  1.12  -2.01  4.68
H  2.23  1.48  2.88
H  3.28  0.85  4.10
H  1.83  1.66  4.57
H  3.71  -3.18  6.39
H  2.47  -3.43  5.46
C  -4.92  1.82  -3.84
C  -5.30  0.41  -4.22
C  -4.13  -0.47  -4.54
O  -3.43  -0.74  -3.33
C  -2.30  -1.56  -3.59
N  -6.28  -0.25  -3.28
H  -4.48  1.82  -2.84
H  -5.82  2.45  -3.79
H  -4.23  2.34  -4.54
H  -5.91  0.39  -5.15
H  -3.53  0.04  -5.25
H  -4.45  -1.42  -4.90
H  -1.62  -1.06  -4.24
H  -2.61  -2.50  -4.05
H  -1.80  -1.73  -2.65
H  -5.99  -0.33  -2.33
H  -7.08  0.36  -3.14
C  -1.17  6.77  2.86
C  -0.78  5.40  3.34
C  -0.97  4.40  2.23
O  -0.46  3.10  2.55
C  -1.24  2.49  3.60
N  0.59  5.41  3.85
H  -0.42  7.08  2.13
H  -1.15  7.57  3.59
H  -2.14  6.66  2.43
H  -1.54  5.09  4.05
H  -0.43  4.68  1.29
H  -2.06  4.27  2.00
H  -2.31  2.35  3.34
H  -1.12  3.13  4.53
H  -0.86  1.49  3.77
H  0.72  4.47  4.32
H  0.59  5.97  4.65
C  1.36  6.98  -2.22
C  2.29  6.26  -1.25
C  2.05  4.82  -1.29
O  0.77  4.42  -0.92
C  0.56  3.14  -0.39
N  3.74  6.50  -1.63
H  1.52  6.49  -3.19
H  1.56  8.02  -2.26
H  0.26  6.90  -1.93
H  2.32  6.59  -0.18
H  2.76  4.30  -0.65
H  2.24  4.46  -2.35
H  -0.50  3.11  -0.17
H  1.10  2.96  0.55
H  0.79  2.39  -1.21
H  3.79  7.24  -2.34
H  4.30  6.81  -0.83
C  1.68  -0.14  -0.14
C  0.15  -0.13  0.02
C  -0.32  -1.61  0.09
O  -1.71  -1.47  0.17
C  -2.35  -2.70  -0.04
N  -0.38  0.64  1.19
H  1.89  0.89  -0.39
H  1.93  -0.81  -0.97
H  2.12  -0.27  0.83
H  -0.26  0.23  -0.94
H  0.14  -2.00  1.02
H  -0.07  -2.11  -0.81
H  -2.46  -3.00  -1.11
H  -3.27  -2.83  0.54
H  -1.66  -3.49  0.23
H  0.34  0.88  1.80
H  -1.08  1.35  1.00
C  3.73  3.43  -4.68
O  3.07  4.01  -5.55
N  4.70  4.08  -4.06
N  3.49  2.12  -4.30
H  4.76  3.82  -3.08
H  4.77  5.07  -4.26
H  2.53  1.88  -4.70
H  3.54  1.92  -3.34
C  -6.13  -0.62  0.56
O  -6.72  -0.05  -0.33
N  -5.39  0.01  1.51
N  -6.13  -1.97  0.71
H  -4.77  -0.54  2.09
H  -5.57  1.02  1.68
H  -6.64  -2.41  0.00
H  -5.82  -2.43  1.51
C  5.32  -2.18  -0.34
O  5.52  -1.28  -1.14
N  6.33  -2.48  0.58
N  4.26  -3.04  -0.32
H  7.03  -1.80  0.50
H  5.99  -2.73  1.52
H  4.29  -4.02  -0.11
H  3.65  -2.89  -1.09
C  4.83  2.30  -0.37
O  4.52  2.32  -1.60
N  4.72  1.17  0.42
N  5.31  3.43  0.19
H  4.64  0.39  -0.20
H  5.19  1.06  1.38
H  5.25  4.24  -0.38
H  5.51  3.55  1.18
C  -3.79  2.07  -0.14
O  -3.13  2.57  0.75
N  -3.42  1.00  -0.86
N  -5.02  2.72  -0.59
H  -2.80  0.43  -0.35
H  -4.25  0.56  -1.27
H  -5.76  1.97  -0.72
H  -5.38  3.40  0.06
C  1.97  -5.65  -0.91
O  1.79  -6.66  -0.19
N  1.35  -4.45  -0.92
N  2.93  -5.74  -1.99
H  0.56  -4.30  -0.29
H  1.58  -3.75  -1.65
H  3.37  -6.62  -2.21
H  3.01  -4.93  -2.58
C  4.19  6.12  2.23
O  5.16  5.89  1.56
N  3.20  5.24  2.44
N  4.13  7.28  2.98
H  3.35  4.45  1.81
H  2.32  5.39  2.90
H  4.94  7.82  2.80
H  3.98  7.06  3.95
C  -2.77  -1.99  3.56
O  -3.80  -1.74  2.98
N  -1.63  -1.29  3.32
N  -2.74  -2.77  4.65
H  -0.75  -1.67  3.63
H  -1.64  -0.72  2.48
H  -3.67  -2.89  4.95
H  -1.97  -3.22  5.04
C  2.38  -1.78  -3.48
O  2.39  -2.82  -2.76
N  3.44  -0.89  -3.49
N  1.26  -1.45  -4.18
H  4.27  -1.21  -3.03
H  3.41  -0.04  -4.04
H  1.11  -0.57  -4.54
H  0.49  -2.09  -4.19
C  -0.17  2.03  -4.13
O  0.50  1.13  -4.70
N  0.29  3.33  -4.22
N  -1.22  1.79  -3.36
H  -0.16  4.11  -3.81
H  0.88  3.43  -5.02
H  -1.68  2.57  -2.92
H  -1.62  0.87  -3.23
C  0.16  -4.97  3.02
O  0.21  -4.20  3.99
N  -1.05  -5.21  2.34
N  1.22  -5.63  2.52
H  -1.72  -4.45  2.48
H  -1.04  -5.55  1.38
H  2.14  -5.21  2.80
H  1.22  -6.21  1.65

## Properties
2S+1 ... 1
E_tot ... -114618.8614 eV
HOMO energy ... -8.774 eV
Energy above the lowest of the compared OMol25 structures with the same formula, charge and spin ... 0.107 eV

[2]
Entry from the Open Molecules 2025 dataset: 15 unconnected molecules or ions with the total composition C35H13Cl56F10INO5P in a non-equilibrium geometry (ωB97M-V/def2-TZVPD).

Cartesian coordinates (Å):
O  0.17  -0.58  -0.50
C  -0.91  -0.79  -0.92
C  -1.54  -0.54  -2.27
C  -1.32  0.43  -3.24
C  -0.30  1.54  -3.05
F  0.07  1.69  -1.78
F  0.78  1.34  -3.83
C  -0.90  2.93  -3.48
F  -2.16  3.01  -3.02
F  -0.88  3.11  -4.79
F  -0.24  3.91  -2.89
C  -2.06  0.35  -4.40
C  -3.03  -0.63  -4.61
C  -3.82  -0.52  -5.92
C  -5.23  0.07  -5.74
C  -5.20  1.32  -4.85
I  -6.74  2.68  -5.41
C  -3.27  -1.60  -3.63
C  -4.32  -2.70  -3.69
F  -4.94  -2.82  -4.89
F  -3.67  -3.88  -3.50
C  -5.38  -2.57  -2.62
C  -6.27  -3.63  -2.46
C  -7.28  -3.56  -1.51
C  -7.40  -2.44  -0.70
C  -6.51  -1.39  -0.86
C  -6.65  -0.19  0.04
F  -7.87  -0.09  0.57
F  -5.80  -0.28  1.07
F  -6.41  0.95  -0.64
C  -5.53  -1.46  -1.83
C  -2.51  -1.51  -2.47
C  -2.53  -2.35  -1.21
O  -2.84  -3.48  -0.99
N  -1.98  -1.47  -0.21
P  -1.51  -2.35  1.19
O  -0.84  -1.51  2.19
O  -0.55  -3.53  0.76
O  -2.86  -2.90  1.78
H  -1.92  1.06  -5.20
H  -3.22  0.07  -6.61
H  -3.90  -1.49  -6.38
H  -5.55  0.37  -6.73
H  -5.93  -0.69  -5.40
H  -4.25  1.81  -4.97
H  -5.32  1.02  -3.81
H  -6.15  -4.49  -3.09
H  -7.95  -4.40  -1.39
H  -8.17  -2.41  0.05
H  -4.85  -0.62  -1.94
H  0.26  -3.46  1.27
H  -2.68  -3.03  2.72
C  -1.26  -0.63  5.86
Cl  0.31  -0.52  5.10
Cl  -1.13  -0.72  7.63
Cl  -2.21  0.80  5.44
Cl  -2.11  -2.09  5.30
C  3.06  1.55  8.14
Cl  1.43  0.87  8.30
Cl  2.97  3.31  8.23
Cl  4.08  0.93  9.45
Cl  3.77  1.08  6.60
C  -1.05  -4.12  -6.92
Cl  -1.82  -5.70  -6.78
Cl  -1.08  -3.58  -8.60
Cl  -1.94  -2.94  -5.94
Cl  0.62  -4.22  -6.35
C  6.86  0.22  4.03
Cl  8.30  0.03  3.03
Cl  7.08  1.61  5.10
Cl  5.45  0.48  3.01
Cl  6.62  -1.24  5.00
C  -9.66  2.67  2.62
Cl  -8.55  2.40  1.27
Cl  -9.12  4.07  3.55
Cl  -11.29  2.96  2.00
Cl  -9.67  1.24  3.66
C  0.90  0.44  -8.49
Cl  1.02  -1.20  -7.86
Cl  0.41  1.54  -7.18
Cl  2.45  0.95  -9.13
Cl  -0.32  0.49  -9.77
C  5.11  7.11  7.59
Cl  5.46  5.69  6.59
Cl  6.49  8.21  7.54
Cl  3.68  7.93  6.98
Cl  4.83  6.60  9.26
C  7.71  -0.43  11.85
Cl  9.08  -0.65  10.77
Cl  7.99  0.95  12.90
Cl  6.24  -0.15  10.90
Cl  7.50  -1.88  12.84
C  -12.06  2.06  -1.78
Cl  -12.10  1.43  -3.43
Cl  -13.64  1.84  -1.02
Cl  -10.83  1.21  -0.85
Cl  -11.66  3.79  -1.83
C  10.47  -4.67  12.62
Cl  8.82  -4.91  12.04
Cl  10.43  -3.96  14.23
Cl  11.30  -6.23  12.68
Cl  11.33  -3.60  11.52
C  6.34  1.47  16.75
Cl  6.69  0.07  15.74
Cl  7.71  2.58  16.70
Cl  4.90  2.29  16.14
Cl  6.06  0.95  18.42
C  9.31  2.23  -0.16
Cl  7.70  1.95  -0.82
Cl  9.18  2.94  1.44
Cl  10.18  0.70  -0.06
Cl  10.20  3.33  -1.23
C  3.58  1.41  -13.08
Cl  3.68  0.85  -14.76
Cl  2.03  0.92  -12.39
Cl  4.90  0.69  -12.15
Cl  3.72  3.17  -13.04
C  8.68  -0.98  -13.88
Cl  9.01  -2.33  -14.97
Cl  9.87  0.30  -14.16
Cl  7.06  -0.35  -14.18
Cl  8.79  -1.53  -12.21

## Properties
2S+1 ... 1
E_tot ... -794053.2654 eV
HOMO energy ... -9.660 eV

[3]
Entry from the Open Molecules 2025 dataset: a molecular structure, C35H20Cl5N3O7PPbS2 in a non-equilibrium geometry (ωB97M-V/def2-TZVPD).

Cartesian coordinates (Å):
Pb  0.12  -0.67  1.13
Cl  -2.67  -2.12  1.36
C  -1.46  -3.32  1.05
C  -0.17  -2.92  0.75
C  0.80  -3.87  0.50
Cl  2.38  -3.40  0.02
C  0.50  -5.23  0.63
Cl  1.72  -6.41  0.42
C  -0.80  -5.63  0.94
Cl  -1.17  -7.28  1.12
C  -1.80  -4.67  1.13
Cl  -3.40  -5.15  1.49
C  1.27  3.74  4.61
C  1.12  3.52  3.22
C  0.63  2.33  2.76
C  0.30  1.29  3.66
C  -0.14  0.01  3.30
C  -0.46  -1.00  4.14
C  -0.32  -0.75  5.53
C  0.11  0.47  5.97
C  0.43  1.51  5.06
C  0.91  2.77  5.50
H  1.66  4.68  4.96
H  1.39  4.30  2.53
H  0.49  2.18  1.69
H  -0.80  -1.97  3.81
H  -0.56  -1.54  6.23
H  0.23  0.66  7.03
H  0.98  2.94  6.56
O  -2.95  2.94  -0.58
N  -2.15  2.48  0.12
O  -4.49  0.53  1.63
C  -3.86  0.73  0.65
O  -2.56  1.29  0.80
C  -4.29  0.38  -0.73
C  -3.39  0.04  -1.73
C  -3.87  -0.32  -2.97
C  -5.22  -0.33  -3.26
C  -6.10  -0.01  -2.24
C  -5.66  0.33  -0.97
N  -7.55  -0.05  -2.51
O  -7.89  -0.33  -3.64
O  -8.29  0.20  -1.58
N  -2.91  -0.71  -4.01
O  -3.32  -0.80  -5.15
O  -1.76  -0.91  -3.65
H  -2.33  0.04  -1.56
H  -5.59  -0.59  -4.24
H  -6.37  0.56  -0.19
S  2.71  -0.17  1.10
P  2.36  0.50  -0.78
S  0.33  0.77  -1.04
C  2.96  -0.67  -2.02
C  2.12  -1.33  -2.90
C  2.68  -2.18  -3.85
C  4.05  -2.35  -3.91
C  4.89  -1.70  -3.01
C  4.34  -0.86  -2.06
C  3.21  2.05  -1.10
C  2.97  2.68  -2.32
C  3.67  3.83  -2.64
C  4.62  4.33  -1.76
C  4.86  3.70  -0.55
C  4.15  2.55  -0.21
H  1.05  -1.19  -2.86
H  2.04  -2.69  -4.56
H  4.48  -2.99  -4.67
H  5.96  -1.85  -3.06
H  4.98  -0.34  -1.34
H  2.23  2.27  -3.00
H  3.49  4.34  -3.58
H  5.19  5.21  -2.03
H  5.60  4.10  0.13
H  4.33  2.04  0.73

## Properties
2S+1 ... 1
E_tot ... -154228.2048 eV
HOMO energy ... -11.223 eV
Net charge ... +1

[4]
Entry from the Open Molecules 2025 dataset: a molecular structure, C35H20ClIN6O9SSeTi (ωB97M-V/def2-TZVPD).

Cartesian coordinates (Å):
Ti  -0.38  0.10  0.35
O  -1.43  -0.87  6.49
C  -1.17  -0.69  5.17
C  0.12  -0.49  4.70
C  0.28  -0.32  3.34
N  -0.74  -0.36  2.50
C  -1.98  -0.51  2.95
C  -2.25  -0.70  4.29
C  -2.99  -0.37  1.84
O  -4.18  -0.50  2.06
O  -2.42  -0.08  0.72
C  1.58  -0.06  2.62
O  2.63  -0.01  3.22
O  1.39  0.00  1.34
H  -0.61  -0.84  6.99
H  0.99  -0.44  5.34
H  -3.27  -0.83  4.63
Se  -3.43  -6.49  -2.74
N  -2.31  -6.16  -1.37
C  -2.07  -4.88  -1.37
C  -1.18  -4.22  -0.42
C  -0.42  -4.91  0.48
C  0.45  -4.20  1.33
C  0.46  -2.82  1.25
N  -0.29  -2.11  0.42
C  -1.08  -2.80  -0.48
C  -1.70  -2.06  -1.49
N  -1.45  -0.72  -1.50
C  -1.90  0.00  -2.51
C  -2.68  -0.53  -3.55
C  -2.99  -1.88  -3.52
C  -2.50  -2.67  -2.50
C  -2.73  -4.10  -2.42
N  -3.49  -4.77  -3.25
H  -0.48  -5.99  0.51
H  1.10  -4.70  2.03
H  1.12  -2.27  1.90
H  -1.64  1.05  -2.51
H  -3.02  0.12  -4.34
H  -3.59  -2.34  -4.30
Cl  6.75  0.73  -1.49
C  5.02  0.58  -1.35
C  4.42  -0.58  -1.75
C  3.03  -0.73  -1.64
I  2.15  -2.51  -2.28
C  2.22  0.27  -1.14
O  0.92  0.13  -1.06
C  2.85  1.50  -0.74
N  2.05  2.48  -0.29
C  2.58  3.61  0.10
C  3.97  3.86  0.06
C  4.80  2.88  -0.41
C  4.26  1.66  -0.84
H  5.02  -1.39  -2.15
H  1.90  4.37  0.45
H  4.36  4.81  0.40
H  5.87  3.03  -0.46
C  -6.82  2.75  2.60
C  -5.42  2.85  2.05
C  -5.16  2.51  0.73
C  -3.87  2.51  0.23
C  -2.82  2.87  1.07
C  -3.06  3.23  2.39
C  -4.36  3.22  2.87
S  -1.15  2.78  0.50
O  -1.15  1.89  -0.67
O  -0.66  4.11  0.31
O  -0.44  1.96  1.52
H  -7.57  2.83  1.82
H  -7.01  3.53  3.34
H  -6.95  1.78  3.09
H  -5.97  2.20  0.08
H  -3.66  2.18  -0.78
H  -2.24  3.49  3.03
H  -4.55  3.49  3.90

## Properties
2S+1 ... 2
E_tot ... -183917.0290 eV
HOMO energy (alpha / beta) ... -2.807 / -5.366 eV
Net charge ... -1
Energy above the lowest of the compared OMol25 structures with the same formula, charge and spin ... 0.838 eV